(1)
Molecular formula: C41H59BN4P3STi
Method: DFT, ωB97M-V/def2-TZVPD

```
110
Properties=species:S:1:pos:R:3:forces:R:3:lowdin_charge:R:1
Ti 0.482479 -1.056348 0.076846 -0.33 1.21 -0.15 0.2128
C 2.151284 -0.949149 -5.203764 -1.84 1.79 -4.94 -0.1639
C 2.286968 -1.045820 -3.761620 -3.56 2.71 -0.58 -0.5482
C 2.178402 0.551651 -3.172185 3.23 -4.19 -0.18 -0.0563
C 3.515065 -1.752324 -3.307366 1.70 -0.67 2.74 -0.1144
P 0.479495 -1.573376 -2.747786 1.12 -1.77 0.32 1.1837
C -0.984758 -0.698815 -3.311399 4.14 4.01 -1.04 -0.3379
N -1.234781 0.397998 -2.470833 -0.23 1.94 2.90 -0.0204
B -0.934314 0.479180 -1.040896 0.38 -1.66 -0.02 -0.5413
N -1.801029 1.477817 -0.526924 -1.71 1.26 2.90 0.0260
C -2.426471 1.527289 0.858124 -0.02 0.98 -0.49 -0.2874
P -1.923478 0.025722 1.887326 -3.67 -0.62 -0.45 1.0773
C -2.080683 0.692937 3.663715 -2.54 -0.41 2.51 -0.5827
C -0.814667 1.531476 4.012872 1.09 -5.26 0.24 -0.1088
C -3.412974 1.642983 3.870577 4.30 -0.88 3.41 -0.0735
C -2.421009 -0.359336 4.869940 -1.62 -4.48 -3.76 -0.1194
C -3.688125 -0.822687 1.623516 -1.69 -0.47 -5.58 -0.6244
C -3.809245 -2.168824 2.327806 5.16 2.64 0.27 -0.1690
C -3.518354 -1.306034 0.013506 -4.72 -1.09 0.67 -0.1649
C -4.989262 0.186976 1.248824 0.50 0.61 3.22 -0.2095
C -2.481639 2.125348 -1.545837 -0.80 -1.22 1.03 -0.2190
C -3.554325 2.962411 -1.699658 -0.89 1.11 2.62 0.0273
C -4.095082 3.133510 -3.004929 -1.78 2.14 4.62 -0.1522
C -3.595712 2.748652 -4.130256 4.74 -3.21 -2.43 -0.1319
C -2.421975 1.999002 -3.885749 -0.63 -2.17 -5.00 -0.0318
C -2.158291 1.442438 -2.661080 3.02 -0.96 -4.95 -0.2048
C -0.060681 -3.381606 -3.244049 2.12 3.06 -6.45 -0.7484
C -1.171780 -3.789109 -2.519840 -6.36 -3.48 -1.31 -0.1832
C 1.116387 -4.107884 -2.916005 5.49 -4.88 2.40 -0.2028
C -0.454329 -3.576874 -4.898127 -0.06 0.34 1.84 -0.0316
H 3.118283 -0.827134 -5.710094 0.03 0.20 0.32 0.0849
H 1.608473 -1.570275 -5.927715 0.38 -1.88 1.03 0.0523
H 1.478422 -0.102129 -5.645115 1.38 -0.17 1.58 0.1065
H 3.061323 1.094433 -3.483112 0.28 0.10 -0.41 0.0770
H 1.321082 1.147003 -3.351774 -1.21 -0.18 0.21 0.0560
H 2.470606 0.089219 -2.240049 -0.76 1.96 1.60 0.0127
H 4.412317 -1.103188 -2.956432 -1.16 -0.55 -1.69 0.1233
H 3.187531 -1.870193 -2.288653 0.21 -1.14 1.19 0.0181
H 3.879268 -2.812263 -3.645277 -1.07 2.28 0.03 0.1214
H -0.791867 -0.332735 -4.304644 0.54 0.41 -0.95 0.0864
H -1.772067 -1.242953 -3.496262 -4.30 -3.63 -0.24 0.0447
H -1.893135 2.210839 1.435998 1.45 2.04 0.76 0.0192
H -4.356469 1.212247 3.736198 -0.96 -0.75 -0.76 0.0000
H -0.044919 1.112686 3.379054 -0.33 0.58 -0.93 -0.0262
H -1.017913 2.464889 3.749751 -0.29 4.40 -0.58 0.0155
H -0.142238 1.323584 4.882533 -1.66 0.59 0.52 0.1048
H -3.180504 2.529456 3.275833 -0.70 0.45 0.78 0.0578
H 7.815522 0.400059 5.339259 -0.01 0.00 0.00 0.0021
H -3.285822 1.583868 5.122716 -0.69 1.91 -3.28 0.1254
H -1.867151 -1.331346 4.873750 0.87 1.18 0.26 0.0612
H -2.540152 0.057771 5.819667 0.47 0.92 1.39 0.0174
H -3.452709 -1.054044 4.744939 1.98 2.73 -0.16 0.1143
H -2.503699 -2.399992 2.232103 -4.06 -0.80 1.15 0.1031
H -4.271074 -1.885425 3.222530 0.45 -0.05 2.52 0.0027
H -4.532748 -2.825879 2.007497 -0.93 -1.81 -2.02 0.0152
H -2.692817 -1.178010 -0.558479 3.63 -0.56 -1.10 -0.0831
H -4.045781 -2.666842 -0.281218 1.50 4.26 0.82 0.1717
H -4.082202 -0.385885 -0.432271 -0.23 -2.16 0.20 0.0419
H -5.038697 0.844315 2.218380 -1.08 -1.10 -1.80 -0.0570
H -3.524305 2.038629 0.882126 2.17 -2.50 -0.37 0.1197
H -6.051300 -0.190697 0.861438 2.52 -0.03 1.11 -0.0057
H -3.965638 3.361106 -0.649625 0.34 -0.49 -3.00 0.1520
H -4.928030 3.695492 -3.097561 -3.07 1.83 0.43 0.0639
H -3.834200 2.573817 -5.181783 -1.11 1.48 0.53 0.1073
H -2.103758 1.621733 -4.985948 0.35 -0.01 3.06 0.1375
H -2.073439 -3.172356 -2.752846 0.58 -0.32 0.26 0.0835
H -1.667569 -5.010094 -2.912695 1.90 3.43 1.36 0.1999
H -1.045886 -3.743838 -1.507324 0.23 -0.44 2.80 -0.0302
H 1.676696 -3.517107 -2.141870 -1.05 -1.35 1.08 0.0269
H 0.910196 -5.283044 -2.704270 0.09 2.74 0.51 0.1414
H 2.176338 -4.337678 -3.326544 -2.00 1.06 -1.88 0.0955
H 0.166699 -4.501665 -5.265738 -1.38 1.97 0.39 0.0978
H -1.566313 -3.790432 -4.749220 1.53 0.05 -1.13 0.0598
H -0.325117 -2.599620 -5.495236 0.02 -1.82 0.72 0.0588
N 2.844020 0.806561 0.231318 0.65 -0.26 1.96 -0.1634
P 1.434510 1.035850 1.319205 3.06 0.34 -1.20 0.9762
C 1.952573 0.693857 3.137793 0.05 0.07 -0.31 -0.3250
C 1.580643 -0.631829 3.573049 -0.09 0.57 -2.30 -0.1492
C 1.861771 -0.992095 4.833533 2.13 -1.11 3.22 -0.0759
C 2.507916 -0.028665 5.714366 -0.29 -1.69 -0.59 -0.1021
C 3.014085 1.150333 5.287613 -1.43 1.61 -0.49 -0.1029
C 2.620059 1.582775 4.004017 0.30 -2.08 -1.09 -0.0865
C 1.541507 2.826570 0.925566 -0.98 3.83 -1.97 -0.3602
C 1.344964 3.989754 1.732100 -3.75 -0.79 3.18 -0.1666
C 0.727224 5.164352 1.375022 0.55 -1.20 -8.54 -0.0160
C 0.458704 5.538614 -0.228954 4.08 -3.70 5.93 0.0349
C 1.206087 4.573971 -0.866927 -1.22 3.22 -5.65 -0.2040
C 1.540528 3.350763 -0.399225 -1.65 -8.01 -0.46 -0.1614
C 3.486833 -0.409906 0.440200 -2.90 3.53 -0.73 -0.5463
C 4.869932 -0.565916 0.458163 0.80 0.40 3.24 -0.0334
C 5.280995 -1.906838 0.592143 1.24 2.38 -0.48 -0.1140
C 4.363978 -2.946606 0.533265 0.99 -3.38 -2.53 -0.1352
C 2.997202 -2.712548 0.533177 -0.74 0.76 -1.73 -0.1556
N 2.593566 -1.366490 0.549777 -0.80 -5.32 -0.07 -0.0871
H 4.355510 2.947950 1.370839 0.03 -0.06 -0.04 0.1011
H 1.117981 -1.368007 2.848608 0.49 0.98 0.89 0.0627
H 1.912970 -2.094468 5.194849 -0.90 2.05 -0.66 0.1381
H 2.701904 -0.201813 6.744742 -0.04 -0.95 0.71 0.0826
H 3.461417 1.844709 6.017230 0.02 -0.41 -0.60 0.1105
H 3.005159 2.470208 3.587990 0.13 1.20 -0.30 0.0573
H 0.805911 3.799315 2.705054 2.00 -0.19 0.29 0.1070
H 0.416327 5.957124 1.873995 -1.32 2.74 3.46 0.0218
H 0.020020 6.452763 -0.493027 -0.40 0.86 -0.70 0.0593
H 1.412800 4.625123 -2.100522 -0.94 0.13 3.22 0.1506
H 1.134946 2.440799 -1.252742 2.32 2.54 2.11 0.1664
H 5.297044 0.397595 1.014908 0.06 -2.21 -2.14 0.1374
H 6.374342 -2.092477 0.601043 -0.82 -0.17 0.22 0.1041
H 4.864589 -3.936375 0.012720 -1.76 2.01 2.09 0.1487
H 2.107397 -3.442040 0.204609 2.48 1.44 1.42 0.0465
S -0.077764 -2.916439 0.827741 -0.75 -0.34 -0.02 0.2028
```
Forces are in eV/Å.

Properties
- E_HOMO (alpha / beta) (eV) = -1.92 / -1.92
- total charge = -1
- multiplicity = 3

***

(2)
Molecular formula: C41H59O8P2ReSiTe
Method: DFT, ωB97M-V/def2-TZVPD

```
113
Properties=species:S:1:pos:R:3:forces:R:3:lowdin_charge:R:1
Re -0.281914 0.084436 -0.734327 0.91 -0.25 0.01 1.3230
C 1.081438 -1.253584 3.612111 0.10 -0.14 -0.08 -0.0237
C 1.762575 -0.254750 2.712057 -0.03 0.06 0.24 -0.3899
C 2.661213 0.712681 3.440590 0.05 0.01 -0.08 -0.0190
O 2.640771 -0.962447 1.743211 -0.07 0.10 0.00 -0.1673
P 2.173520 -1.798426 0.523869 -0.28 -0.03 -0.06 0.4692
O 0.733763 -1.532697 0.099502 0.27 0.16 0.12 -0.4397
C 3.286942 -1.242139 -0.782926 -0.17 0.14 0.09 -0.1872
P 3.044172 0.508028 -1.096336 -0.20 0.04 -0.07 0.4854
O 1.568573 0.882704 -0.863360 0.40 0.04 -0.09 -0.4492
O 3.858048 1.387424 -0.137100 0.01 0.18 0.15 -0.1530
C 5.352839 1.538408 -0.146012 0.19 -0.01 0.02 -0.3784
C 5.882094 0.915267 1.122533 -0.08 0.01 0.03 -0.0191
C 5.637739 3.013969 -0.257240 -0.12 0.01 0.01 -0.0180
O 3.480665 0.674928 -2.567437 -0.04 0.10 -0.12 -0.1692
C 3.370377 1.978746 -3.293323 0.00 0.20 -0.17 -0.3877
C 4.650580 2.164072 -4.066238 0.03 -0.10 0.05 -0.0159
C 2.133735 1.913852 -4.159894 0.00 -0.11 0.05 -0.0362
O 2.310493 -3.307821 0.718249 0.06 -0.17 0.01 -0.1350
C 3.335413 -4.145569 1.434338 0.15 -0.14 0.14 -0.3453
C 3.001141 -4.188780 2.903574 -0.10 0.09 -0.03 -0.0276
C 4.734688 -3.655447 1.147460 -0.09 0.09 -0.10 -0.0363
H 0.379047 -0.734869 4.259634 -0.06 0.04 0.05 0.0898
H 1.814740 -1.761254 4.238561 -0.04 0.02 0.03 0.0918
H 0.525044 -1.998826 3.041032 -0.06 0.02 0.02 0.0888
H 1.022804 0.294365 2.120422 0.02 -0.07 -0.12 0.1109
H 3.481232 0.175294 3.917298 -0.02 0.01 0.04 0.1029
H 2.091444 1.222746 4.217499 0.01 0.01 0.00 0.1009
H 3.074652 1.454850 2.757192 0.00 0.00 0.02 0.0769
H 3.092018 -1.795626 -1.704596 0.05 -0.04 0.04 0.0862
H 4.321311 -1.412237 -0.477499 0.01 -0.01 -0.03 0.0861
H 5.727999 1.007647 -1.024560 -0.11 -0.05 -0.03 0.1406
H 5.629982 1.531054 1.986100 -0.01 -0.02 0.01 0.0960
H 6.967524 0.844729 1.058286 0.00 0.00 0.01 0.1081
H 5.478901 -0.085928 1.281738 0.04 -0.02 -0.02 0.0681
H 5.146584 3.548156 0.556476 0.04 0.01 0.01 0.1007
H 5.292458 3.424774 -1.205631 0.03 0.00 -0.01 0.0773
H 6.711807 3.179769 -0.178434 0.00 0.00 -0.03 0.1100
H 3.262577 2.766129 -2.543062 0.03 -0.07 0.10 0.1393
H 4.772505 1.372950 -4.806037 0.00 0.01 -0.01 0.1046
H 5.514969 2.161305 -3.402790 0.01 0.01 -0.02 0.0830
H 4.623152 3.122781 -4.583374 0.00 0.00 -0.01 0.1078
H 2.178133 1.038108 -4.809400 0.00 0.02 -0.03 0.0962
H 2.085509 2.799885 -4.791863 -0.02 0.02 0.01 0.1066
H 1.227767 1.874895 -3.548500 -0.01 -0.01 -0.02 0.0524
H 3.177004 -5.121256 0.982777 -0.09 0.04 -0.08 0.1532
H 3.254742 -3.246709 3.390518 0.02 -0.04 0.01 0.0758
H 3.581640 -4.983769 3.370974 0.02 0.01 0.00 0.1084
H 1.945177 -4.405634 3.059684 0.01 -0.03 0.01 0.0976
H 4.886597 -2.650166 1.550546 0.04 -0.03 0.03 0.0761
H 4.962620 -3.672309 0.080928 0.01 -0.02 0.01 0.0920
H 5.441585 -4.319305 1.643772 0.01 0.00 0.01 0.1106
C -0.924393 -2.955751 -2.518468 0.15 0.01 -0.08 -0.3408
Te 0.182400 -1.213173 -2.979915 -0.27 -0.09 -0.17 1.4790
C -1.293277 -0.406378 -4.262125 0.00 0.05 -0.05 -0.3336
H -1.927222 -2.646861 -2.237880 0.13 0.02 -0.15 -0.0113
H -0.429869 -3.450275 -1.685880 -0.01 0.00 -0.01 0.0263
H -0.936583 -3.597043 -3.396691 0.03 0.02 -0.03 0.0428
H -1.324680 -1.025181 -5.156280 0.01 -0.02 0.01 0.0343
H -1.014009 0.610444 -4.523978 -0.01 0.00 0.02 0.0083
H -2.245792 -0.435249 -3.738598 -0.01 0.02 0.00 0.0276
C -1.907529 3.605253 -2.699691 -0.06 0.03 -0.01 0.0370
C -1.223105 2.944782 -1.557203 -0.05 -0.22 0.10 -0.3031
O -1.047810 1.693863 -1.693839 0.13 0.54 -0.43 -0.2024
C -0.825359 3.693544 -0.387460 0.09 0.01 0.12 -0.1561
C -1.006257 5.086124 -0.366290 0.03 0.00 0.00 0.0208
C -0.658454 5.823440 0.750478 -0.02 0.02 -0.01 -0.0165
C -0.127664 5.187133 1.862929 0.04 -0.03 0.00 -0.0038
C 0.043416 3.802004 1.871093 0.00 0.03 0.01 -0.0305
C -0.300135 3.070826 0.759393 -0.09 -0.01 -0.09 -0.0194
H -2.193135 2.867954 -3.443148 0.01 -0.02 0.01 0.0981
H -1.245750 4.346935 -3.153345 -0.03 0.02 0.00 0.1190
H -2.799635 4.127421 -2.349896 0.01 0.03 -0.03 0.1136
H -1.416040 5.599988 -1.224182 0.00 0.00 0.00 0.1253
H -0.807134 6.894203 0.756249 0.02 0.00 -0.01 0.1296
H 0.156048 5.768616 2.730358 -0.04 -0.01 0.02 0.1301
H 0.433004 3.307712 2.750681 0.01 0.02 0.00 0.1145
H -0.179886 1.992729 0.799011 0.03 -0.03 0.06 0.0633
O -1.874214 -0.443169 -0.193689 -0.49 -0.11 0.35 -0.4021
Si -3.427750 -0.993005 0.315316 -1.37 -0.27 0.40 0.6203
C -4.609725 0.428951 0.205186 0.40 0.30 -0.34 -0.2316
C -4.173069 1.744521 0.038792 -0.21 -0.01 -0.03 -0.0941
C -5.070533 2.803962 0.011932 0.10 -0.02 0.05 -0.0725
C -6.426954 2.556866 0.157700 -0.02 -0.01 0.01 -0.0531
C -6.878512 1.254890 0.331125 0.00 -0.06 0.06 -0.0458
C -5.978876 0.198948 0.365502 0.00 0.05 -0.06 -0.0776
C -3.376476 -1.498408 2.086356 0.54 -0.17 -0.02 -0.2400
C -2.646324 -0.776382 3.033957 0.00 -0.04 0.07 -0.1055
C -2.729131 -1.091917 4.381630 0.03 0.09 -0.02 -0.0805
C -3.549426 -2.131355 4.800756 -0.03 -0.01 -0.01 -0.0529
C -4.273556 -2.862456 3.870935 -0.06 0.03 -0.04 -0.0495
C -4.192196 -2.546444 2.520882 0.11 -0.04 0.05 -0.0740
C -3.888637 -2.386991 -0.798452 0.16 -0.13 -0.06 -0.2666
C -3.230132 -3.618754 -0.667145 -0.39 -0.14 0.21 -0.1441
C -3.562337 -4.692724 -1.478381 0.00 0.01 0.07 -0.0705
C -4.555796 -4.549523 -2.441112 0.02 0.02 0.00 -0.0458
C -5.214813 -3.336933 -2.587722 0.02 0.05 -0.04 -0.0493
C -4.884537 -2.260751 -1.772271 0.11 -0.06 -0.07 -0.0726
H -3.114166 1.944843 -0.048299 0.13 0.06 0.00 0.0634
H -4.711578 3.820311 -0.105147 -0.04 -0.01 0.02 0.1036
H -7.133080 3.376221 0.155557 0.00 0.00 -0.04 0.1178
H -7.935622 1.059717 0.452044 0.00 0.02 0.01 0.1196
H -6.354784 -0.806169 0.522146 0.00 -0.01 -0.01 0.1157
H -2.023699 0.060425 2.720888 -0.02 -0.01 0.02 0.0919
H -2.173407 -0.518226 5.113168 -0.02 0.01 0.00 0.1066
H -3.639304 -2.360054 5.854237 0.05 -0.03 0.00 0.1175
H -4.909365 -3.675724 4.194041 -0.01 0.02 0.02 0.1181
H -4.768825 -3.124713 1.808068 0.01 -0.01 -0.01 0.1087
H -2.472309 -3.749107 0.100526 -0.01 0.01 0.00 0.1166
H -3.060223 -5.643314 -1.352329 -0.02 -0.02 -0.01 0.1179
H -4.824267 -5.388207 -3.069747 0.00 -0.01 0.00 0.1190
H -5.991610 -3.228531 -3.332939 -0.01 -0.02 0.01 0.1173
H -5.416306 -1.324260 -1.889827 0.00 0.02 0.00 0.1037
```
Forces are in eV/Å.

Properties
- E_HOMO (alpha / beta) (eV) = -15.15 / -15.15
- total charge = +3
- multiplicity = 2